Record 1
ORCA calculation (the ωB97M-V functional and the def2-TZVPD basis) on a 6-piece molecular cluster, C24H33F15O13 overall.

- orbital gap (eV) = 11.49
- E (hartree) = -3410.44520
- net charge = 0
- relative energy (zero: lowest compared OMol25 entry of this formula, charge and spin) (kJ/mol) = 0.0
- structure (SMILES) = CCOC(=O)C(F)(F)F.CCOC(=O)C(F)(F)F.CCOC(=O)C(F)(F)F.CCOC(=O)C(F)(F)F.CCOC(=O)C(F)(F)F.CCOC(=O)OC
- LUMO level (eV) = 0.33

Last column: Mulliken charge in e.
Positions of all 85 atoms, in Å:
C (5.416678, 12.709503, 12.111099)  -1.45
C (6.670942, 12.031949, 11.619056)  0.71
O (6.710101, 10.681932, 12.137807)  -0.39
C (7.460350, 10.570373, 13.238252)  0.87
O (7.703218, 11.421249, 14.081009)  -0.58
O (8.051636, 9.328510, 13.245612)  -0.37
C (8.862810, 9.104357, 14.466889)  -0.53
H (5.298829, 13.727917, 11.770814)  0.38
H (5.207772, 12.673020, 13.182025)  0.33
H (4.511475, 12.114985, 11.743030)  0.33
H (7.555978, 12.673294, 11.878924)  -0.17
H (6.725722, 11.887727, 10.501766)  0.18
H (8.230006, 9.574333, 15.269464)  0.30
H (9.825362, 9.712463, 14.372269)  0.16
H (9.116249, 8.069687, 14.427250)  0.25
C (13.235241, 17.404720, 13.488205)  -0.84
C (13.117077, 18.468184, 12.492658)  -0.39
O (11.986001, 18.380723, 11.687290)  -0.21
C (10.893798, 18.978159, 12.101523)  0.37
O (10.715778, 19.732179, 13.052122)  -0.56
C (9.659662, 18.663165, 11.097886)  0.91
F (10.068565, 17.959744, 10.074670)  -0.23
F (8.821374, 17.921023, 11.819483)  -0.27
F (9.090841, 19.789813, 10.738144)  -0.26
H (12.401101, 17.484930, 14.169232)  0.32
H (14.167911, 17.548146, 14.025714)  0.42
H (13.218372, 16.415066, 12.980656)  0.05
H (13.974053, 18.435919, 11.768256)  0.29
H (13.172906, 19.442779, 12.977469)  0.42
C (11.847268, 15.356287, 10.227846)  -1.53
C (10.993273, 14.379086, 9.380563)  0.51
O (10.821985, 14.805793, 8.014098)  -0.47
C (11.900424, 14.567267, 7.312839)  0.25
O (12.949699, 14.108523, 7.678059)  -0.50
C (11.657815, 15.080104, 5.888730)  0.80
F (12.844610, 14.997932, 5.163981)  -0.29
F (10.765025, 14.331704, 5.205132)  -0.21
F (11.422173, 16.348299, 5.911562)  -0.25
H (11.661911, 16.344426, 9.870083)  0.46
H (12.870127, 15.257290, 10.089524)  0.29
H (11.607481, 15.246209, 11.201676)  0.36
H (9.978927, 14.304372, 9.776147)  0.28
H (11.502696, 13.392359, 9.318520)  0.18
C (7.203704, 13.188685, 7.200557)  -1.42
C (8.560962, 12.465139, 7.217060)  1.29
O (8.565220, 11.135163, 6.714686)  -0.36
C (9.741200, 10.710823, 6.329013)  0.48
O (10.818662, 11.203347, 6.561065)  -0.52
C (9.689389, 9.432055, 5.557164)  0.85
F (9.950474, 9.681267, 4.258912)  -0.26
F (10.636447, 8.608514, 5.957198)  -0.23
F (8.511735, 8.815208, 5.667155)  -0.25
H (6.811321, 13.415959, 6.224563)  0.43
H (7.316214, 14.208657, 7.740438)  0.24
H (6.448305, 12.554723, 7.731125)  0.34
H (9.017251, 12.315688, 8.200491)  -0.53
H (9.247461, 13.051054, 6.644349)  0.00
C (9.810257, 10.575072, 10.522010)  -0.30
C (10.816716, 11.014814, 11.512186)  -0.29
O (10.322104, 12.241948, 12.102384)  0.16
C (10.799355, 12.579247, 13.271153)  0.18
O (11.611271, 11.982302, 13.921978)  -0.56
C (10.230390, 13.896415, 13.678210)  0.81
F (11.225410, 14.749146, 13.784568)  -0.21
F (9.400176, 14.397976, 12.733237)  -0.24
F (9.547997, 13.699839, 14.776575)  -0.27
H (8.779807, 10.503609, 10.903203)  0.01
H (10.080108, 9.649689, 10.041775)  0.58
H (9.899829, 11.215291, 9.625463)  -0.60
H (11.701197, 11.278953, 10.960565)  0.21
H (11.035591, 10.300143, 12.374189)  0.45
C (14.376619, 10.927351, 7.012793)  -1.05
C (15.127805, 12.067501, 7.575702)  -0.29
O (14.671245, 12.267823, 8.947815)  -0.12
C (15.566862, 12.842748, 9.743482)  0.28
O (16.574421, 13.480050, 9.425906)  -0.58
C (15.294522, 12.688030, 11.271705)  0.98
F (15.083722, 13.952551, 11.742779)  -0.28
F (14.224631, 11.981670, 11.597513)  -0.23
F (16.327223, 12.250822, 12.024123)  -0.27
H (14.375523, 10.088124, 7.669770)  0.37
H (14.931394, 10.511015, 6.145571)  0.36
H (13.371315, 11.212876, 6.774396)  0.15
H (15.033573, 12.942157, 6.926444)  0.23
H (16.218124, 11.907766, 7.604092)  0.53

Cartesian forces (eV/Å) of the 2 atoms listed first:
C -2.4 -1.3 -0.6
C 0.2 0.9 -0.6

Record 2
ORCA calculation (the ωB97M-V functional and the def2-TZVPD basis) on C24H33IMnN6OSTe as an isolated structure.

- orbital gap (spin up / spin down) (eV) = 6.45 / 6.05
- 2S+1 = 6
- E (hartree) = -3452.38593
- net charge = +2
- ⟨S²⟩ = 9.046
- relative energy (zero: lowest compared OMol25 entry of this formula, charge and spin) (kJ/mol) = 389.4
- LUMO level (spin up / spin down) (eV) = -7.18 / -7.76

Last column: Mulliken charge in e.
Positions of all 68 atoms, in Å:
Mn (-1.754346, -1.251726, -2.747153)  0.15
N (-3.789154, -1.784069, -1.669577)  -0.53
N (-2.924675, -2.558562, -0.843897)  -0.37
C (-0.461740, -2.784163, -0.991350)  0.20
N (0.322085, -2.527900, 0.196682)  -0.15
S (0.344531, -2.124188, -2.514451)  -0.36
H (-4.266382, -1.048713, -1.150995)  0.21
H (-4.494961, -2.395075, -2.066516)  0.27
H (-3.189783, -2.623980, 0.133156)  0.23
H (0.280368, -3.355461, 0.791365)  0.32
H (1.291525, -2.380954, -0.065459)  0.25
C (-1.446833, -4.865585, -2.353270)  -1.29
C (-0.756766, -4.326194, -1.132687)  0.99
O (-0.408083, -5.020754, -0.216461)  -0.56
N (-1.665104, -1.949618, -1.041927)  0.39
Te (-0.541833, 0.184204, 1.145421)  0.77
C (-0.228794, 1.276522, 2.916676)  0.55
C (-0.384864, 0.634938, 4.146985)  0.54
C (-0.736903, -0.826138, 4.304620)  -1.90
C (-0.172877, 1.385021, 5.300246)  -0.82
C (0.177197, 2.725266, 5.251365)  0.62
C (0.420898, 3.515887, 6.505858)  -1.53
C (0.285134, 3.338389, 4.001256)  -0.83
C (0.090028, 2.642600, 2.823870)  0.64
C (0.193418, 3.364512, 1.501192)  -1.39
C (1.321509, 0.519469, 0.238072)  0.94
C (2.479636, 0.113912, 0.910018)  0.57
C (2.500464, -0.564544, 2.260446)  -1.85
C (3.704348, 0.321637, 0.275523)  -0.95
C (3.800094, 0.884971, -0.986453)  0.50
C (5.132959, 1.095886, -1.650293)  -1.56
C (2.619101, 1.250296, -1.632932)  -0.84
C (1.376547, 1.074738, -1.051863)  1.00
C (0.162807, 1.529284, -1.827551)  -0.83
H (-1.319932, -5.944652, -2.388684)  0.41
H (-1.059092, -4.423073, -3.266243)  0.37
H (-2.514179, -4.651506, -2.272853)  0.22
H (-1.039363, -1.296008, 3.366666)  0.17
H (-1.553765, -0.946967, 5.015430)  0.52
H (0.114485, -1.389545, 4.692256)  0.38
H (-0.278578, 0.897408, 6.263830)  0.40
H (0.372010, 2.887577, 7.392721)  0.37
H (-0.321161, 4.309911, 6.607886)  0.36
H (1.399751, 3.996058, 6.472809)  0.36
H (0.514464, 4.397744, 3.951400)  0.45
H (0.198051, 4.441970, 1.650554)  0.48
H (-0.658634, 3.129148, 0.857105)  0.20
H (1.111970, 3.096435, 0.974451)  0.28
H (1.525152, -0.926026, 2.576798)  0.10
H (2.868464, 0.118442, 3.028645)  0.43
H (3.177850, -1.418848, 2.235602)  0.54
H (4.608785, 0.016067, 0.791688)  0.43
H (5.932189, 0.601575, -1.102615)  0.39
H (5.366421, 2.161265, -1.701763)  0.33
H (5.123510, 0.715383, -2.672292)  0.38
H (2.680275, 1.691055, -2.623459)  0.41
H (0.477893, 1.954283, -2.780364)  0.49
H (-0.408471, 2.292839, -1.294804)  0.20
H (-0.514627, 0.695978, -2.060408)  -0.44
I (-5.224108, -0.029436, -7.496867)  0.25
C (-3.560553, -0.050850, -6.284796)  -0.79
C (-2.396410, 0.679259, -6.426136)  -0.01
N (-1.592073, 0.355191, -5.407368)  -0.08
N (-2.153195, -0.563090, -4.600263)  0.15
C (-3.363730, -0.807739, -5.135964)  -0.27
H (-2.107274, 1.399123, -7.176337)  0.48
H (-0.651807, 0.675905, -5.242068)  0.18
H (-4.033868, -1.534783, -4.704475)  0.46

Cartesian forces (eV/Å) of the 2 atoms listed first:
Mn -0.1 -0.1 -0.4
N 0.1 0.1 0.0